Record 1
Density functional theory data (the ωB97M-V functional and the def2-TZVPD basis) for the molecule C2N2OS in a non-equilibrium geometry.

Relative energy (zero: lowest compared OMol25 entry of this formula, charge and spin) ... 28.2 kJ/mol
Maximum force ... 2.30 eV/Å
M ... 100.10 g/mol
Frontier orbital gap ... 0.308 Eh
Charge ... 0
SMILES ... O=C=NC1=NS1
E ... -17934.098 eV
LUMO level ... -0.882 eV

Positions of all 6 atoms, in Å:
1 C -0.63273 0.76374 0.32946
2 C 0.99295 -0.97477 -0.34303
3 N 0.31263 -0.11922 0.12071
4 N -1.83870 0.97217 0.21228
5 O 1.56259 -1.78083 -0.91424
6 S -0.53962 2.31018 1.12114

Mulliken population analysis, charges in e, atoms 1 to 4: 0.515, 0.510, -0.163, -0.367

Record 2
Density functional theory data (the ωB97M-V functional and the def2-TZVPD basis) for a cluster of 5 separate species, C15H41N2O17P4 in total in a non-equilibrium geometry.

Maximum force ... 6.33 eV/Å
M ... 645.39 g/mol
Frontier orbital gap ... 0.298 Eh
Charge ... +1
E ... -91160.026 eV
LUMO level ... -3.218 eV

Positions of all 79 atoms, in Å:
1 O 0.46458 0.83710 -3.59400
2 C 1.15901 0.02051 -4.38755
3 C 0.64087 -1.04538 -5.04547
4 N 1.71820 -1.62715 -5.67845
5 C 2.81660 -0.94617 -5.46232
6 N 2.50562 0.07379 -4.66035
7 H 0.72811 1.76391 -3.65900
8 H -0.38139 -1.37395 -5.05860
9 H 1.66695 -2.46779 -6.23724
10 H 3.79755 -1.15567 -5.85042
11 H 3.16442 0.75287 -4.30928
12 C -2.68867 -6.49171 -2.25659
13 O -1.44389 -5.75891 -2.21514
14 P -0.48674 -5.80444 -3.51084
15 O 0.44610 -6.92367 -3.32426
16 O 0.16616 -4.35510 -3.27517
17 C 0.23825 -3.70394 -2.00189
18 O -0.58963 -5.50983 -5.09562
19 C -1.27695 -6.50523 -5.88659
20 H -3.18025 -6.35419 -1.29885
21 H -3.33834 -6.10947 -3.04492
22 H -2.49681 -7.55360 -2.41525
23 H 0.77898 -4.28994 -1.26342
24 H -0.75440 -3.46289 -1.62969
25 H 0.78555 -2.77390 -2.16725
26 H -2.29910 -6.64982 -5.53714
27 H -0.73691 -7.45074 -5.85108
28 H -1.30586 -6.14502 -6.91078
29 C 0.02215 -1.69222 3.99985
30 O 0.92424 -2.70467 3.49496
31 P 1.31326 -2.66349 1.93153
32 O 0.33478 -3.51913 1.23127
33 O 2.76559 -3.30136 2.08869
34 C 3.15662 -4.13933 3.17650
35 O 1.87174 -1.61472 0.83959
36 C 0.94571 -0.61544 0.39502
37 H -0.13256 -1.88882 5.05587
38 H 0.45294 -0.69724 3.88668
39 H -0.93457 -1.74375 3.47839
40 H 2.51856 -5.02050 3.23579
41 H 3.13710 -3.59190 4.11546
42 H 4.17702 -4.45629 2.97746
43 H 0.56901 -0.00233 1.21493
44 H 0.10930 -1.09458 -0.11978
45 H 1.47312 0.02369 -0.31108
46 C -5.12148 1.72883 0.39725
47 O -4.48438 2.72064 1.22951
48 P -2.90788 3.05054 0.97860
49 O -2.25280 2.12330 1.93902
50 O -2.96542 4.56402 1.46328
51 C -4.00890 5.11013 2.27399
52 O -1.70338 3.39568 -0.05803
53 C -1.29840 2.33569 -0.93149
54 H -6.15269 1.63974 0.72425
55 H -5.11081 2.03342 -0.64977
56 H -4.62239 0.76475 0.51002
57 H -4.08539 4.57185 3.21769
58 H -4.95974 5.09320 1.74830
59 H -3.73861 6.14305 2.47639
60 H -2.14219 1.99101 -1.53031
61 H -0.89091 1.50505 -0.35335
62 H -0.52998 2.72355 -1.59627
63 C 0.41445 3.75666 3.59223
64 O 1.14377 4.78797 4.29230
65 P 2.58123 5.22043 3.69213
66 O 3.58654 4.36814 4.34847
67 O 2.53794 6.73069 4.21081
68 C 1.76735 7.16849 5.32595
69 O 3.20199 5.70767 2.28669
70 C 3.35082 4.70975 1.26691
71 H -0.51495 3.57447 4.12157
72 H 0.17914 4.07255 2.57488
73 H 1.00001 2.83528 3.56725
74 H 2.05209 6.63091 6.23025
75 H 0.70302 7.05141 5.13445
76 H 1.98416 8.22513 5.46250
77 H 2.39240 4.24495 1.02502
78 H 4.06117 3.94586 1.58625
79 H 3.73222 5.20761 0.37928

Mulliken population analysis, charges in e, atoms 1 to 4: -0.373, 0.477, -0.566, 0.072

Record 3
Density functional theory data (the ωB97M-V functional and the def2-TZVPD basis) for a cluster of 2 separate species, C4H12N2O3S in total in a non-equilibrium geometry.

Relative energy (zero: lowest compared OMol25 entry of this formula, charge and spin) ... 302.4 kJ/mol
Maximum force ... 3.81 eV/Å
M ... 168.22 g/mol
Frontier orbital gap ... 0.358 Eh
Charge ... 0
E ... -24296.331 eV
LUMO level ... 0.921 eV

Positions of all 22 atoms, in Å:
1 C -1.98725 -1.40271 -0.57331
2 C -2.31861 0.30128 0.97185
3 C 4.06934 0.57648 -0.80594
4 C 1.66650 -1.00268 1.11395
5 N -1.38874 -0.25051 0.04091
6 N 3.29690 -0.34176 -0.34957
7 O 0.34058 1.61615 -0.58496
8 O -0.33269 -0.11281 -2.21975
9 O 2.35172 0.05658 0.54450
10 S -0.83767 0.88373 -1.31994
11 H -1.18059 -1.65758 -1.38671
12 H -2.08560 -2.37038 0.02862
13 H -2.98499 -1.25368 -1.09873
14 H -3.29302 0.44693 0.51052
15 H -2.53173 -0.38186 1.71311
16 H -2.06447 1.27043 1.32102
17 H 4.75360 0.14830 -1.46593
18 H 1.11089 1.09306 -0.34864
19 H 3.93663 1.68820 -0.66874
20 H 1.00151 -0.46810 1.76920
21 H 2.35035 -1.71662 1.60854
22 H 1.13238 -1.59114 0.27793

Mulliken population analysis, charges in e, atoms 1 to 4: -1.010, -1.124, -0.288, -0.340

Record 4
Density functional theory data (the ωB97M-V functional and the def2-TZVPD basis) for a cluster of 4 separate species, C27H58B3N3O9 in total in a non-equilibrium geometry.

Maximum force ... 3.01 eV/Å
M ... 601.21 g/mol
Frontier orbital gap ... 0.341 Eh
Charge ... 0
SMILES ... CB1OBOB(CCc2ccccc2)O1.COCCNCCOC.COCCNCCOC.COCCNCCOC
E ... -53868.420 eV
LUMO level ... 0.727 eV

Positions of all 100 atoms, in Å:
1 C 1.48071 -2.31514 11.44237
2 B 3.01832 -2.62397 11.06545
3 O 3.26733 -3.71595 10.19518
4 B 4.40464 -3.41614 9.38152
5 O 5.53110 -2.72930 9.89965
6 B 5.11162 -1.64404 10.71159
7 C 5.73066 -0.16011 10.62653
8 C 5.68556 0.43930 9.16366
9 C 4.43924 -0.00631 8.33990
10 C 3.05437 0.19829 8.81256
11 C 1.90401 -0.23911 8.03075
12 C 2.16823 -0.85800 6.73062
13 C 3.52656 -1.06635 6.21609
14 C 4.67526 -0.65601 7.03772
15 O 4.04372 -1.82964 11.64312
16 H 1.25381 -2.67787 12.48810
17 H 1.22336 -1.22555 11.36083
18 H 0.76117 -2.87051 10.77504
19 H 4.34356 -3.82696 8.26637
20 H 5.15526 0.50417 11.32533
21 H 6.80982 -0.20874 10.95693
22 H 5.70105 1.56080 9.23771
23 H 6.62343 0.15833 8.60757
24 H 2.97558 0.68681 9.82024
25 H 0.88409 -0.08644 8.45461
26 H 1.26211 -1.17741 6.15387
27 H 3.63583 -1.53418 5.21054
28 H 5.69470 -0.85564 6.63398
29 C 0.86251 0.60878 0.13997
30 O 0.49092 1.92081 0.53748
31 C -0.90376 2.05787 0.79468
32 C -1.15900 2.27819 2.28007
33 N -0.89444 1.06379 3.04856
34 C -0.87415 1.27069 4.49585
35 C 0.21509 2.18422 5.06637
36 O 1.53017 1.66222 4.94653
37 C 2.16071 1.92584 3.70366
38 H 1.90420 0.63749 -0.18660
39 H 0.78784 -0.09379 0.97678
40 H 0.24587 0.25754 -0.69348
41 H -1.47717 1.20770 0.41148
42 H -1.23595 2.94846 0.25227
43 H -2.20395 2.57012 2.42574
44 H -0.51937 3.10437 2.60798
45 H 0.00444 0.68786 2.76921
46 H -0.75640 0.28312 4.95138
47 H -1.85520 1.64222 4.81121
48 H 0.03116 2.27005 6.14233
49 H 0.16351 3.20523 4.67238
50 H 1.84801 2.87920 3.27107
51 H 1.97675 1.10726 3.00349
52 H 3.23684 1.96485 3.88047
53 C 0.48120 -3.00412 -6.12941
54 O -0.65994 -2.19081 -6.33930
55 C -1.89302 -2.89628 -6.19771
56 C -2.64254 -2.43020 -4.95714
57 N -1.97470 -2.87702 -3.73351
58 C -2.49426 -2.25734 -2.51541
59 C -2.33039 -0.74264 -2.36490
60 O -0.98040 -0.31770 -2.21433
61 C -0.27985 -0.12840 -3.43317
62 H 1.36319 -2.42743 -6.41313
63 H 0.58092 -3.28246 -5.07581
64 H 0.44499 -3.90654 -6.74720
65 H -1.74712 -3.98139 -6.19345
66 H -2.49549 -2.65022 -7.07626
67 H -3.65798 -2.83909 -4.97591
68 H -2.70738 -1.33991 -5.00002
69 H -0.98646 -2.66321 -3.80139
70 H -1.97962 -2.73518 -1.67700
71 H -3.55401 -2.51471 -2.41558
72 H -2.83282 -0.45582 -1.43544
73 H -2.83002 -0.17931 -3.16036
74 H -0.93336 0.20932 -4.23953
75 H 0.24051 -1.04563 -3.71809
76 H 0.48082 0.63607 -3.26308
77 C -5.20598 1.89055 -11.05271
78 O -3.88460 1.39912 -11.19630
79 C -2.89394 2.42527 -11.18809
80 C -2.04803 2.34885 -9.92387
81 N -2.81542 2.75174 -8.74730
82 C -2.14878 2.46335 -7.47787
83 C -1.88870 0.99433 -7.13173
84 O -3.06825 0.23908 -6.88525
85 C -3.68197 -0.29174 -8.04857
86 H -5.89455 1.06297 -11.23033
87 H -5.38071 2.26751 -10.04037
88 H -5.41794 2.67886 -11.78129
89 H -3.33237 3.42001 -11.31663
90 H -2.24447 2.23952 -12.04871
91 H -1.18453 3.01301 -10.02916
92 H -1.68464 1.32019 -9.82919
93 H -3.70615 2.26843 -8.75480
94 H -2.77829 2.88765 -6.69057
95 H -1.20142 3.01200 -7.44620
96 H -1.33023 0.98040 -6.19159
97 H -1.25029 0.49030 -7.86464
98 H -2.95603 -0.53922 -8.82677
99 H -4.43418 0.40214 -8.43077
100 H -4.20297 -1.20677 -7.76064

Mulliken population analysis, charges in e, atoms 1 to 4: -0.860, 0.596, -0.478, 0.528

Record 5
Density functional theory data (the ωB97M-V functional and the def2-TZVPD basis) for a cluster of 5 separate species, C48H64F9N5O7S in total in a non-equilibrium geometry.

Maximum force ... 2.41 eV/Å
M ... 1026.12 g/mol
Frontier orbital gap ... 0.330 Eh
Charge ... 0
SMILES ... CCCCCCCCCCCCC[C@@](COCCC(=O)OC(C)=O)(OCN=C(C)C)S(=O)(=O)C(F)(F)C(F)(F)C(F)(F)C(F)(F)F.c1ccncc1.c1ccncc1.c1ccncc1.c1ccncc1
E ... -107886.308 eV
LUMO level ... 0.566 eV

Positions of all 134 atoms, in Å:
1 C 6.85932 5.17620 3.91197
2 C 6.92679 3.66679 3.64110
3 C 5.80139 3.14633 2.74292
4 C 6.03516 3.41816 1.25069
5 C 5.29230 2.45450 0.30690
6 C 3.85332 2.19895 0.74423
7 C 3.02570 1.44126 -0.30214
8 C 1.78199 0.84148 0.35149
9 C 0.80994 0.17398 -0.63315
10 C 0.01957 -0.98552 -0.00082
11 C -1.43153 -1.09031 -0.51267
12 C -2.48709 -0.68983 0.54836
13 C -3.57863 0.15362 -0.11223
14 C -4.58894 0.88011 0.79695
15 C -5.37518 1.84403 -0.12745
16 O -5.56020 3.11376 0.44194
17 C -6.31035 4.01218 -0.35938
18 C -5.55059 5.33258 -0.44531
19 C -5.94746 6.28390 0.65167
20 O -7.08554 6.56375 0.89833
21 O -4.90475 6.83384 1.31573
22 C -5.19918 8.07574 1.93486
23 C -5.33768 9.21200 0.96758
24 O -5.28153 8.14081 3.11049
25 O -5.36527 -0.11568 1.37229
26 C -6.57949 0.32059 1.99560
27 N -6.64613 -0.30325 3.28384
28 C -7.31771 0.18389 4.24320
29 C -6.70419 0.36688 5.59710
30 C -8.77673 0.57484 4.13842
31 S -3.77071 1.74342 2.26103
32 O -3.24541 0.71809 3.11313
33 O -4.63880 2.67778 2.91572
34 C -2.31708 2.77474 1.66009
35 F -2.76870 4.02610 1.48648
36 F -1.82846 2.35604 0.48391
37 C -1.17475 2.81363 2.70715
38 F -1.66513 2.97669 3.94283
39 F -0.53370 1.63869 2.64875
40 C -0.11987 3.95137 2.45094
41 F -0.09249 4.32173 1.16369
42 F 1.08915 3.45240 2.75765
43 C -0.30207 5.22219 3.33657
44 F 0.14029 5.00862 4.57173
45 F -1.56969 5.62995 3.36045
46 F 0.43542 6.20444 2.79430
47 H 7.50235 5.74444 3.23795
48 H 7.19403 5.40849 4.92411
49 H 5.84016 5.55375 3.81251
50 H 7.90461 3.40648 3.22695
51 H 6.86203 3.14302 4.59866
52 H 4.87770 3.63847 3.06132
53 H 5.66146 2.07969 2.94010
54 H 5.66584 4.42814 1.03991
55 H 7.11086 3.39147 1.05856
56 H 5.84439 1.51446 0.29445
57 H 5.34935 2.88547 -0.69593
58 H 3.87807 1.59912 1.65782
59 H 3.39117 3.16155 0.99319
60 H 3.67634 0.65991 -0.70648
61 H 2.75111 2.15090 -1.08885
62 H 1.28004 1.66479 0.86773
63 H 2.12329 0.11455 1.09385
64 H 0.10223 0.94204 -0.96013
65 H 1.38734 -0.16495 -1.49682
66 H 0.55426 -1.91355 -0.20571
67 H 0.04787 -0.85311 1.08464
68 H -1.50144 -0.41367 -1.37015
69 H -1.62593 -2.09231 -0.89971
70 H -2.89756 -1.61282 0.95398
71 H -1.95215 -0.13382 1.31194
72 H -3.08571 0.88071 -0.75289
73 H -4.21060 -0.50417 -0.71528
74 H -6.32882 1.37673 -0.40125
75 H -4.81562 1.95967 -1.06302
76 H -6.42554 3.60205 -1.36708
77 H -7.29563 4.17195 0.08237
78 H -4.47580 5.16030 -0.44323
79 H -5.79816 5.83998 -1.38146
80 H -4.35208 9.60767 0.72365
81 H -5.95566 9.97489 1.43244
82 H -5.82825 8.88476 0.05272
83 H -7.41446 0.02673 1.34098
84 H -6.58853 1.40156 2.12676
85 H -6.73137 1.43623 5.81889
86 H -7.30195 -0.11292 6.38046
87 H -5.68748 -0.01280 5.63047
88 H -9.37900 -0.29583 4.39926
89 H -9.01229 1.35216 4.86906
90 H -9.03314 0.96687 3.15459
91 N 6.42414 0.33277 -1.85376
92 C 5.78999 -0.07671 -2.94843
93 C 6.43659 -0.54828 -4.08129
94 C 7.82163 -0.59350 -4.07674
95 C 8.49722 -0.16667 -2.94472
96 C 7.75332 0.28496 -1.86422
97 H 4.70679 -0.01860 -2.91248
98 H 5.86724 -0.86976 -4.94315
99 H 8.36515 -0.95373 -4.94074
100 H 9.57746 -0.18231 -2.89701
101 H 8.24505 0.62589 -0.95862
102 N 2.54195 -3.07753 -1.54877
103 C 3.19019 -2.95912 -2.70431
104 C 3.12320 -3.89810 -3.72424
105 C 2.34066 -5.02514 -3.53276
106 C 1.65923 -5.16470 -2.33587
107 C 1.79297 -4.16767 -1.38265
108 H 3.79472 -2.06667 -2.81563
109 H 3.67266 -3.74554 -4.64397
110 H 2.25838 -5.78481 -4.29599
111 H 1.03956 -6.02915 -2.15042
112 H 1.27297 -4.24064 -0.43245
113 N -0.10144 -6.71079 -5.02396
114 C 0.51174 -6.60094 -6.20082
115 C 0.43725 -7.55746 -7.20145
116 C -0.31269 -8.69889 -6.96556
117 C -0.95444 -8.83081 -5.74576
118 C -0.81881 -7.81145 -4.81505
119 H 1.09320 -5.69603 -6.34794
120 H 0.95564 -7.41004 -8.13907
121 H -0.39474 -9.47133 -7.71941
122 H -1.54921 -9.70413 -5.51621
123 H -1.30972 -7.87904 -3.85054
124 N 1.68164 -8.91807 -2.31024
125 C 1.17755 -8.60092 -1.12001
126 C 1.80172 -8.88769 0.08400
127 C 3.02022 -9.54665 0.05025
128 C 3.55876 -9.88627 -1.18025
129 C 2.85291 -9.54946 -2.32614
130 H 0.22080 -8.08846 -1.13791
131 H 1.34394 -8.60047 1.02059
132 H 3.54133 -9.79013 0.96706
133 H 4.50696 -10.40087 -1.25406
134 H 3.24359 -9.79552 -3.30760

Mulliken population analysis, charges in e, atoms 1 to 4: -1.082, -0.739, -0.280, -0.792